The following is a DFT calculation (the ωB97M-V functional and the def2-TZVPD basis) of a molecular structure, C21H30As3F3N3S3Sn.

## Properties
- Relative energy (zero: lowest compared OMol25 entry of this formula, charge and spin): 9.7 kJ/mol
- 2S+1: 1
- F_max: 0.2 eV Å⁻¹
- Total charge: -1
- Electronic energy: -255742.9401 eV
- Gap between HOMO and LUMO: 7.24 eV

Atoms and positions in Å:
C1 0.33418 6.73860 3.79109
As1 1.35771 -0.46989 1.70036
F1 -1.23575 4.52795 -4.86621
S1 -0.10703 2.88364 2.58461
H1 0.42341 -0.00516 -4.00011
C2 -1.49255 -5.18692 -0.93466
C3 0.03872 5.34296 3.74632
C4 -0.48392 4.75933 4.93967
F2 -1.35730 2.36158 -4.89497
C5 1.56878 -2.41684 1.41364
C6 0.50559 -0.93057 -3.43022
C7 -1.27899 -4.31751 1.86750
C8 -2.16046 3.32719 -0.17032
H2 1.50607 0.42037 4.05924
H3 0.76387 -2.84528 2.01262
H4 -0.56795 -2.37807 -0.26155
H5 3.09071 -1.67346 -0.74317
H6 3.33302 1.07433 1.94726
S2 0.77491 3.30061 -2.70662
H7 -0.97016 -5.47599 -1.84682
C9 -3.32420 3.47448 -0.88470
H8 3.36975 0.31828 0.35299
As2 0.59712 -0.50035 -1.51096
H9 3.63720 -3.27663 -0.23026
C10 0.35502 -2.36382 -0.84211
H10 -4.27537 3.54164 -0.37884
H11 -1.40315 -3.30019 1.50251
H12 1.52600 -4.94544 -0.92064
C11 -1.28812 0.00620 -1.33463
As3 -0.31722 -5.49023 0.61419
C12 -1.91910 3.47699 -4.38890
N1 0.55549 7.86811 3.84168
H13 -2.36318 -5.83372 -0.82394
F3 -3.15567 3.55148 -4.94074
C13 -0.81454 3.33650 -2.10973
C14 -1.99878 3.44746 -2.89012
H14 2.78107 -3.08206 -1.76592
Sn1 1.07808 2.93362 0.23139
H15 -2.14921 3.25952 0.91175
H16 2.10003 -4.90622 0.72674
N2 -0.96725 3.24437 -0.76124
H17 -1.46720 0.87802 -1.96370
C15 0.24184 4.59228 2.60991
N3 -0.89424 4.29652 5.91183
H18 0.54036 -1.05708 4.03519
H19 -4.11987 3.61390 -2.87689
H20 -2.26481 -4.76077 2.01352
H21 2.31559 -1.17106 3.97789
C16 -3.22747 3.51800 -2.27393
H22 -0.77444 -4.29758 2.83263
H23 -1.82473 -4.15516 -1.02524
C17 3.20028 0.13348 1.41302
H24 -1.51263 0.25441 -0.29719
H25 3.91638 -0.59933 1.78880
C18 2.83232 -2.73348 -0.73036
H26 1.41996 -1.44640 -3.72582
C19 1.44961 -0.59024 3.65642
H27 -0.35314 -1.56883 -3.64377
C20 1.49568 -2.97600 -0.01701
H28 2.50928 -2.73718 1.87592
H29 0.19358 -2.98837 -1.72587
S3 0.87310 5.31517 1.15932
H30 -1.93790 -0.80592 -1.66652
C21 1.32160 -4.51124 0.06566

The following is a DFT calculation (the ωB97M-V functional and the def2-TZVPD basis) of a molecular structure, C21H30AuBrNO7S4Si.

## Properties
- Relative energy (zero: lowest compared OMol25 entry of this formula, charge and spin): 0.0 kJ/mol
- 2S+1: 1
- F_max: 0.8 eV Å⁻¹
- Total charge: -1
- Electronic energy: -163049.3413 eV
- Gap between HOMO and LUMO: 6.67 eV

Atoms and positions in Å:
C1 0.71592 5.93614 2.13661
H1 -3.74104 -2.55802 -1.58335
C2 -0.00062 3.24213 -4.00695
O1 3.41693 -1.70570 6.86293
S1 1.13885 -1.95964 5.55689
H2 0.26817 6.57280 1.37184
S2 2.15701 0.00659 1.84520
C3 0.41764 4.47190 1.83274
H3 0.02447 -0.59271 -1.06910
H4 6.00584 2.35501 -0.81716
N1 -2.18084 -3.31238 -2.70444
C4 -2.68748 -2.46688 -1.81271
C5 1.10127 3.57803 2.86225
C6 5.01159 1.93211 -0.65791
C7 -1.42155 3.30676 -1.95294
C8 3.93824 4.04528 -1.46195
H5 3.23408 4.84399 -1.22097
O2 2.75738 2.35903 -0.14769
O3 0.93228 4.24576 0.51814
H6 -1.53322 3.70856 -0.94558
H7 -1.30934 3.20593 1.52820
C9 -0.08293 -2.23438 -2.43020
O4 1.02064 3.20917 -1.88536
H8 0.03801 5.62144 -1.50890
S3 -0.49945 -1.33638 3.08610
C10 -2.68127 -0.60081 -0.16231
C11 2.81922 -1.45479 5.85282
H9 -0.09340 2.15525 -4.02039
H10 2.18237 3.72076 2.84388
H11 -2.25902 3.66009 -2.55839
H12 1.79405 6.10723 2.14077
H13 0.93760 5.59078 -3.03468
H14 0.31225 6.21900 3.11087
H15 4.41333 2.98766 1.78944
Si1 1.20389 2.83561 -0.29694
C12 0.01432 5.27701 -2.54324
C13 -0.10395 3.75547 -2.57602
S4 3.50408 -0.51648 4.50772
H16 5.35368 4.19823 0.89167
H17 4.70211 1.40383 -1.56069
H18 -0.78853 3.67040 -4.63018
H19 -1.49795 4.38973 2.83573
H20 3.63292 4.47723 1.22132
Br1 1.73775 -2.11122 -2.93551
H21 -0.48766 -3.88804 -3.73822
H22 0.89137 2.52574 2.66870
H23 4.92571 4.48545 -1.61778
C14 4.37670 3.71702 0.97823
C15 -0.89070 -3.19717 -3.00683
Au1 -0.05264 0.06559 1.32676
H24 -1.58141 4.91757 1.14693
H25 -0.83135 5.74160 -3.05562
O5 -2.01921 0.02459 0.75717
O6 -3.89270 -0.52314 -0.26684
C16 1.01395 -1.24219 3.96654
H26 3.60773 3.56912 -2.38455
H27 0.73592 3.81756 3.86311
H28 5.05877 1.21283 0.16094
C17 2.09019 -0.61642 3.48449
C18 -0.60608 -1.36257 -1.49250
C19 -1.94674 -1.48268 -1.15997
C20 4.00198 3.02540 -0.32872
C21 -1.08845 4.22856 1.83623
H29 0.96882 3.51235 -4.42877
O7 0.20656 1.67868 0.16273
H30 -1.46603 2.22010 -1.88470

The following is a DFT calculation (the ωB97M-V functional and the def2-TZVPD basis) of a molecular structure, C21H30BF4N2OW at a distorted geometry.

## Properties
- 2S+1: 1
- F_max: 4.2 eV Å⁻¹
- Total charge: +3
- Electronic energy: -40641.8254 eV
- Gap between HOMO and LUMO: 6.44 eV

Atoms and positions in Å:
H1 -0.67637 4.38573 1.28633
H2 -3.87272 -0.31646 4.48598
C1 2.80196 -3.27910 -1.95247
H3 2.37783 3.37102 -1.95545
C2 -0.01679 4.95059 0.63343
F1 0.47802 -0.10274 -4.78786
C3 1.74451 2.65385 -1.45954
H4 2.41527 6.13996 0.28361
C4 2.23132 -4.49330 -2.58377
H5 1.18812 -4.31220 -2.90700
H6 -3.54311 -2.68675 4.51614
H7 -2.19828 -0.05879 4.04799
B1 0.91818 -1.15502 -5.46357
C5 0.32753 1.96340 0.32888
H8 2.26724 -5.34814 -1.90043
H9 -0.15499 2.13707 1.27769
C6 -1.49651 -2.47228 -0.41190
C7 1.52657 1.43766 -2.05702
H10 -1.46560 -3.29740 -1.12918
W1 0.47901 -1.39412 -2.37864
H11 0.12752 5.93475 1.07043
C8 1.96929 4.03535 1.87473
N1 0.74945 0.46897 -1.51527
H12 3.29961 4.78818 -0.38940
O1 2.01363 -2.27265 -1.87068
C9 -2.37709 -1.41742 1.57585
C10 1.36583 4.27717 0.47216
H13 1.32600 3.44330 2.51861
H14 1.91239 5.49352 -1.25888
H15 2.12073 5.00133 2.34923
C11 -2.32796 -2.50498 0.67910
H16 -1.87645 -2.61003 3.95708
H17 2.83129 -4.80682 -3.44297
C12 -3.19910 -0.19944 3.64134
F2 0.92369 -1.31792 -6.71246
H18 1.98401 1.19631 -3.01856
C13 -3.28220 -1.44786 2.76639
H19 -2.95669 -3.36992 0.82695
C14 -1.56316 -0.31806 1.25264
H20 -1.60012 0.56502 1.86915
H21 -0.49809 5.08286 -0.33205
C15 0.13002 0.75710 -0.31719
N2 -0.67808 -1.43054 -0.68479
C16 2.30542 5.21818 -0.28270
C17 -2.91202 -2.67793 3.63297
H22 4.48555 -4.20642 -1.05424
H23 -4.85454 -2.56896 1.69755
C18 1.15103 2.96705 -0.21862
H24 4.89838 -2.90545 -2.14215
H25 -5.02078 -0.80889 1.62181
H26 -3.51666 0.69592 3.10927
F3 -1.04253 -1.66597 -3.41164
H27 -3.06148 -3.61867 3.11396
C19 -0.73592 -0.33964 0.14303
C20 4.16181 -3.22343 -1.39468
H28 2.93766 3.54829 1.79458
H29 -5.40248 -1.68177 3.10580
F4 1.40622 -2.06081 -4.57420
C21 -4.72931 -1.64452 2.25499
H30 4.20395 -2.49819 -0.58036